The following is a quantum chemistry calculation of a 3-piece molecular cluster, C12H33BIN3O6PS overall at a distorted geometry, from the OMol25 dataset.

```
! wB97M-V def2-TZVPD RIJCOSX def2/J DEFGRID3
* xyz -1 1
O 5.05 -1.41 1.46
N 5.49 -2.36 0.80
O 4.52 -2.93 0.06
B 3.33 -3.28 0.86
I 2.59 -5.22 0.06
P 1.90 -2.01 0.57
S 0.39 -2.27 1.81
H 3.53 -3.46 2.00
H 2.51 -0.67 0.72
H 1.54 -2.12 -0.82
C 2.11 -0.91 -7.63
O 2.76 -0.26 -6.54
C 2.42 1.13 -6.42
C 1.54 1.37 -5.19
N 0.20 0.81 -5.37
C -0.60 0.75 -4.14
C -0.05 -0.11 -2.98
O -0.05 -1.51 -3.23
C 1.06 -1.97 -3.99
H 2.58 -1.89 -7.77
H 1.05 -1.08 -7.40
H 2.20 -0.34 -8.55
H 1.96 1.52 -7.34
H 3.37 1.66 -6.28
H 1.46 2.45 -5.01
H 2.05 0.92 -4.33
H 0.28 -0.13 -5.75
H -1.58 0.35 -4.42
H -0.77 1.77 -3.78
H -0.73 0.04 -2.13
H 0.93 0.23 -2.63
H 1.98 -1.41 -3.78
H 0.83 -1.94 -5.05
H 1.24 -3.02 -3.73
C -4.61 -0.16 5.95
O -4.24 1.21 5.98
C -3.14 1.48 6.86
C -1.87 1.82 6.07
N -1.34 0.65 5.37
C -0.31 0.96 4.38
C -0.71 1.87 3.20
O -1.64 1.28 2.29
C -3.00 1.35 2.70
H -5.57 -0.24 5.43
H -3.88 -0.75 5.38
H -4.72 -0.57 6.95
H -2.96 0.66 7.57
H -3.42 2.36 7.45
H -1.11 2.21 6.76
H -2.13 2.62 5.36
H -2.10 0.16 4.91
H 0.03 0.00 3.96
H 0.56 1.40 4.89
H 0.20 2.05 2.61
H -1.06 2.86 3.52
H -3.22 2.27 3.26
H -3.25 0.47 3.29
H -3.63 1.34 1.81
*
```

## Properties
HOMO energy: -0.1648 Eh
Energy: -2154.74810 hartree
F_max: 3.423 eV/Å
Molar mass: 516.17 g/mol
LUMO level: 2.575 eV
Frontier orbital gap: 7.06 eV
Energy above the lowest of the compared OMol25 structures with the same formula, charge and spin: 36.7 kJ/mol